Entry from OMol25: a 10-piece molecular cluster, C6H35N2O9 overall in a non-equilibrium geometry (the ωB97M-V functional and the def2-TZVPD basis).

XYZ file:
```
52
Properties=species:S:1:pos:R:3:forces:R:3
O 1.64934 2.61437 1.64819 -1.67 -3.62 2.47
H 0.99888 4.25461 -2.36715 1.65 -1.04 -1.27
H 0.88974 -4.45909 -2.34619 0.96 0.31 1.84
H 0.44550 4.23942 0.03896 -0.01 0.27 -0.10
H -0.82562 2.33264 0.82240 1.24 0.62 -1.22
H 0.03917 0.52522 -2.41906 2.10 -1.49 2.49
N -1.01586 0.12779 0.84375 -2.39 -1.82 -0.83
H -1.11197 1.57930 2.38602 -0.52 0.21 -1.19
O 1.60080 3.96303 -3.13019 -1.05 0.39 0.70
H 0.97141 0.07655 1.74439 -1.18 -1.06 -2.32
H -2.00641 0.11469 -2.56621 0.05 0.10 -0.16
O -1.06747 1.18973 -4.15367 1.15 1.54 -0.18
H 2.50593 -1.08021 -2.09581 -1.80 -0.44 -0.88
H 1.47668 -0.75466 -3.56698 0.09 0.17 -0.26
H -0.30482 5.19064 -1.04583 1.40 -2.74 0.87
C 1.09297 0.38629 -0.47329 2.38 1.25 1.12
H 0.63834 -2.91150 -3.50135 -0.49 1.45 1.54
H -0.44346 2.00721 -4.28612 -2.20 -2.03 0.11
H -1.60313 -0.01011 -0.07869 1.81 0.15 1.13
O 0.57805 1.07800 4.66087 2.18 0.44 -0.17
H 2.15228 3.36860 1.76869 1.81 2.43 0.44
H -2.58494 -3.39292 1.69901 0.57 -0.82 -0.38
O -1.88479 -0.80237 3.70147 -1.01 1.98 -1.23
H -2.45551 1.74115 1.09947 1.28 -0.44 0.35
H 0.38294 -1.48069 0.83116 0.58 1.94 -0.82
H -1.22376 -3.30963 2.51116 5.70 -2.32 -0.21
H -3.48841 0.03943 -2.02675 1.26 0.11 0.21
H 1.65408 2.16123 2.59058 -0.10 1.40 -2.61
C -1.35310 1.56157 1.28261 -1.63 -2.25 2.57
H -1.63068 -1.51520 4.24274 0.42 -1.47 1.01
H -1.45805 -0.66470 1.46794 0.75 2.44 -0.64
C 1.42554 -1.08017 -2.54006 0.15 -0.28 2.40
H 1.95549 -3.07089 1.96141 5.62 -0.27 -4.58
H 0.07395 0.51982 4.10615 -1.29 -0.92 -0.56
H 1.53505 -3.59705 3.24392 -0.54 0.79 -0.83
C 0.46012 -0.33051 0.72738 -0.80 1.42 2.52
N 0.63273 -0.13008 -1.73775 -1.21 2.60 -2.00
C 0.63850 -2.40910 -2.44719 1.07 -2.24 -1.74
H -1.94818 1.30603 -4.56857 1.15 0.54 0.10
O -2.54060 0.13039 -1.76401 -1.30 -0.20 0.28
H 1.08786 1.59249 -0.36668 -0.61 -2.96 -0.15
H 2.21935 3.30987 -2.77865 -0.25 0.27 0.13
H 0.27201 -3.66695 -0.81702 1.40 -0.71 -0.54
H 0.01203 1.58766 5.21163 -0.94 0.44 0.56
O 1.26710 -3.02288 2.48262 -5.18 -0.58 5.46
O -2.05565 -3.05764 2.41357 -6.24 2.76 0.10
C 1.12194 -3.64439 -1.58341 -6.79 0.06 -2.39
H 2.21851 0.21558 -0.13570 -1.56 0.12 -1.74
H -2.73483 -1.08528 3.30795 0.76 0.05 0.48
O 0.16587 4.27187 -0.88529 -1.82 2.65 -0.28
H 1.97106 -3.68131 -1.08291 4.28 -0.10 1.66
H -0.39597 -2.32785 -2.02951 0.80 0.91 -1.27
```
Forces are in eV/Å.

Values from the calculation:
Strongest force on any atom (Eh/bohr): 0.1468
Total charge: +1
LUMO (eV): -2.46
Kohn-Sham gap (eV): 8.712
HOMO (eV): -11.2

***

Entry from OMol25: C3H5N3OS as an isolated structure in a non-equilibrium geometry (the ωB97M-V functional and the def2-TZVPD basis).

XYZ file:
```
13
Properties=species:S:1:pos:R:3:forces:R:3
N -1.89041 -1.40189 -0.97052 -4.53 3.01 -1.05
C -0.89967 -0.63206 -0.45514 4.00 -1.64 2.34
S 1.91749 1.56916 -0.76758 0.45 0.74 -0.95
N 0.51537 1.00359 -0.03306 -0.62 1.25 0.19
H -2.11576 -0.83015 -1.99512 -0.33 -2.25 3.77
H 0.16741 -2.24527 1.04066 -1.45 3.03 -1.44
C -0.07363 -1.15137 0.57049 -0.04 -0.27 -0.02
O -0.45748 0.61683 -0.97020 -2.02 -2.75 0.72
H 1.88166 1.32044 1.96206 -1.05 -3.02 -0.89
H 1.54065 2.83325 -1.23927 -0.07 -1.11 0.82
H -2.83374 -1.33687 -0.00851 3.24 -0.10 -4.47
N 1.54949 0.26703 1.86847 1.22 1.43 2.69
C 0.69863 -0.01269 0.99771 1.20 1.65 -1.72
```
Forces are in eV/Å.

Values from the calculation:
Strongest force on any atom (Eh/bohr): 0.1077
LUMO (eV): -0.19
Kohn-Sham gap (eV): 8.081
HOMO (eV): -8.3

***

Entry from OMol25: a 3-piece molecular cluster, C4H12O3 overall in a non-equilibrium geometry (the ωB97M-V functional and the def2-TZVPD basis).

XYZ file:
```
19
Properties=species:S:1:pos:R:3:forces:R:3
C -0.25724 0.82466 -0.52400 1.23 0.38 -0.74
H 1.02022 -3.15389 1.41444 0.00 0.06 0.12
O 0.05968 -3.14403 1.39538 -0.10 -0.09 -0.11
C 0.77693 0.34022 -1.51440 0.00 -0.96 0.24
H -2.24506 2.82809 -0.14117 -0.33 0.41 0.09
H -3.10526 0.09327 -1.46242 -0.04 0.03 -0.23
O -2.16243 0.08990 -1.64629 0.19 0.56 -0.34
H 0.78086 0.90976 -2.44465 -0.16 -0.07 0.00
H -2.29431 1.55468 1.10954 -0.12 0.37 0.36
H 0.72523 -0.72919 -1.74524 -0.27 0.10 -0.18
C -2.48222 1.79886 0.07085 0.34 -1.03 0.06
H 0.27193 1.25115 0.31509 -0.80 0.73 0.29
H 4.82912 -1.37425 1.66777 0.17 0.08 0.29
H 1.75408 0.46622 -1.05436 0.17 0.14 -0.06
C -1.56266 0.92875 -0.72981 -0.05 -1.06 0.47
H -3.51443 1.53142 -0.15229 -0.14 0.40 0.06
O 4.13663 -0.80378 2.02252 -0.04 -0.32 -0.49
H 3.48874 -0.84601 1.30843 -0.16 0.24 0.17
H -0.21981 -2.56583 2.11064 0.12 0.03 0.00
```
Forces are in eV/Å.

Values from the calculation:
Strongest force on any atom (Eh/bohr): 0.0288
SMILES: C/C=C(/C)O.O.O
LUMO (eV): 0.47
Kohn-Sham gap (eV): 8.745
HOMO (eV): -8.3

***

Entry from OMol25: a 24-piece molecular cluster, ClH46O23 overall in a non-equilibrium geometry (the ωB97M-V functional and the def2-TZVPD basis).

XYZ file:
```
70
Properties=species:S:1:pos:R:3:forces:R:3
O 3.19327 -1.87964 0.13124 0.19 -0.60 -0.44
H 3.30397 1.28163 -1.03444 0.25 0.13 -0.29
H 2.10502 1.06376 -0.13615 -0.96 0.07 0.35
H 2.54410 0.69323 4.01406 -0.36 -0.40 -0.44
H 3.28895 -2.51353 1.69570 0.17 -0.03 -0.66
H 3.36692 0.95267 -3.43952 0.05 -0.30 -0.31
O 1.48787 2.78745 -2.77638 0.01 0.25 -0.05
H -0.81644 -0.87782 1.62441 0.24 0.10 -0.75
O -4.44691 3.78240 0.71185 -0.54 0.00 -0.04
H -3.22636 -2.16939 0.80259 0.22 0.25 -0.02
O -3.32910 -0.05073 -0.23878 -0.35 -0.26 -0.05
O -0.85805 -4.81466 1.83699 0.12 -0.65 -0.16
O -1.00163 1.98523 -2.61552 -0.83 -0.43 -0.30
O -1.84907 -3.35656 -2.41552 -0.03 -0.24 -0.12
H -2.46355 2.57216 -3.46325 0.61 -0.33 0.30
H -0.86369 -3.41487 4.72661 0.09 -0.29 0.19
O -5.03992 0.25894 -2.53807 -0.51 -0.04 -0.29
H 0.65266 -0.65832 -3.21657 0.02 0.07 -0.03
H -0.48056 -0.70137 -2.21365 0.06 0.43 0.73
O -3.88070 -2.83521 1.01413 -0.15 -0.43 -0.06
O 3.37558 -2.57426 2.64703 -0.10 -0.29 0.93
H -2.39751 0.08633 -0.41077 0.66 0.09 0.00
Cl -0.01120 0.19580 -0.12713 -0.08 0.11 -0.15
O 3.10263 1.33813 4.44809 -0.11 0.21 1.31
H -4.42426 3.62748 -0.23246 -0.08 -0.10 -0.20
H -0.98948 -2.41267 3.59892 0.09 0.47 -0.52
O 4.54199 1.49783 2.16214 1.08 0.16 0.44
H -0.18909 2.43651 -2.84433 0.31 0.38 -0.07
O 3.82565 1.30180 -2.67538 0.22 -0.09 -0.43
O 0.65665 -3.80886 -0.24285 0.28 -0.13 -0.03
H 0.62686 -3.40653 -1.11088 -0.37 0.14 -0.29
H 3.98265 1.66133 1.40278 -0.40 -0.53 -0.84
H 1.02219 -0.23914 1.93421 -0.23 0.24 -0.28
O 2.39827 3.29690 2.62843 -0.53 0.93 -0.69
H -3.46644 0.30726 0.63827 -0.11 0.17 0.20
H -4.59112 -2.34907 1.43270 -0.14 0.11 0.05
O -3.05400 3.18905 -3.89574 -0.70 0.38 -0.50
O 1.72024 -0.28675 2.58743 0.20 0.50 0.28
O -1.90685 3.94430 1.99363 -0.27 -0.01 -0.01
H 3.88426 1.38775 3.89779 0.11 0.11 -0.37
O 3.06176 1.03476 -0.14190 0.47 -0.26 0.47
H -4.61867 -0.20922 -1.81724 0.20 -0.03 0.35
H 3.93681 -1.83612 2.88452 0.29 0.07 0.17
H -3.60031 3.46619 1.02729 0.54 0.19 0.17
H 1.56456 -3.70113 0.04056 0.26 0.16 0.16
H -0.18342 -4.37943 1.31576 -0.07 0.01 -0.42
O -1.40534 -3.19095 3.96983 -0.29 -0.53 0.99
H 3.15375 2.87003 2.22438 -0.15 0.16 0.37
H -0.80427 1.53817 -1.79246 0.06 -0.17 0.60
H 4.72059 1.45125 -2.98029 0.35 0.09 0.03
H -3.51831 3.62007 -3.17820 -0.07 0.15 0.11
H -2.57879 -1.17855 -5.44827 -0.11 -0.23 0.04
H 4.89829 0.62191 2.01360 0.03 -0.18 -0.19
H 2.18027 -1.10214 2.38806 0.02 -0.62 0.27
H -0.99377 3.98687 1.70957 0.36 -0.03 -0.16
O -1.14898 -1.20434 2.46049 -0.43 0.25 0.14
H 1.83278 1.89545 -2.81642 -0.03 0.03 0.26
O -0.13451 -1.15102 -2.98456 -0.01 -0.46 -0.71
H -1.36222 -0.41527 2.95860 -0.04 0.24 0.17
H -1.83108 -0.39090 -4.39354 0.27 -0.05 0.34
H 3.41655 -2.25509 -0.72047 0.12 -0.19 -0.16
O -2.39034 -0.28448 -5.16305 -0.04 0.27 -0.34
H 1.96198 3.25905 -3.46125 0.13 0.26 -0.14
H -1.09956 -4.17075 2.50278 -0.32 0.14 0.53
H -1.31435 -2.57943 -2.57798 0.24 0.14 -0.26
H -4.41365 0.94138 -2.77952 0.19 0.15 -0.21
H -1.89433 3.36533 2.75579 0.07 -0.11 0.26
H 2.24564 2.80262 3.43379 0.27 -0.42 0.40
H -2.39525 -3.11965 -1.66599 -0.26 -0.13 0.32
H 2.92067 -0.98344 -0.06557 -0.21 0.96 0.10
```
Forces are in eV/Å.

Values from the calculation:
Strongest force on any atom (Eh/bohr): 0.0259
Total charge: -1
LUMO (eV): 0.68
Kohn-Sham gap (eV): 7.899
HOMO (eV): -7.2

***

What energy above the lowest of the compared OMol25 structures with the same formula, charge and spin values result from the calculations? In sequence: 144.8, 150.1, 29.2, 62.9 kcal/mol.